1.
Molecular formula: C6H12N2O
Method: DFT, ωB97M-V/def2-TZVPD

The value obtained for the LUMO energy is 0.7 eV. For the HOMO-LUMO gap, the calculation gives 9.43 eV. The value obtained for the energy relative to the best compared isomer or geometry (same formula, charge and spin) is 868.4 kJ/mol.

Geometry as ORCA input:
```
! wB97M-V def2-TZVPD RIJCOSX def2/J DEFGRID3
* xyz 0 1
N 0.0509 1.3674 -0.9147
H 0.2230 2.4587 -1.1203
H -1.1788 -0.9803 -1.9326
H -0.1942 -1.3213 -0.2424
C -2.0952 -0.7908 -0.0023
H 1.5948 -2.0832 0.3918
H 0.6167 -0.8195 2.5435
H 1.8033 1.0765 2.9331
H -2.0815 1.9306 -0.5947
O 1.9933 -0.7331 -1.5531
N 0.4806 1.3298 0.5092
C -1.4651 -0.2846 -1.0078
H -1.3980 1.4748 -2.3404
H 1.4884 0.0346 -1.9182
C 1.1758 -1.0663 -0.2512
C -1.3680 1.1147 -1.1648
H -2.4306 -0.1366 0.6933
C 1.4578 -0.0732 2.2808
H -2.2523 -1.9139 0.4896
C 1.0506 0.1504 0.8378
H 2.5286 -0.7347 2.3634
*
```

=====

2.
Molecular formula: C4H3N3O
Method: DFT, ωB97M-V/def2-TZVPD

The value obtained for the LUMO energy is -1.3 eV. For the HOMO-LUMO gap, the calculation gives 8.09 eV. The value obtained for the energy relative to the best compared isomer or geometry (same formula, charge and spin) is 291.4 kJ/mol. As for the SMILES: O=c1ccnncn1.

Geometry as ORCA input:
```
! wB97M-V def2-TZVPD RIJCOSX def2/J DEFGRID3
* xyz 0 1
C -0.8800 0.9946 -0.3717
O -2.2549 -0.5664 0.8489
N 1.3999 0.5186 0.5924
H 0.8694 2.2247 -0.0704
N -0.4421 -1.3517 -0.4709
H 1.3929 -2.3543 -0.5661
C 0.8147 -1.5659 -0.1650
C -1.3113 -0.3286 0.0733
H -1.5534 1.8659 -0.4466
N 1.5112 -0.6774 0.6710
C 0.4536 1.2405 -0.0949
*
```

=====

3.
Molecular formula: C55H51N6O4P2ReSi
Method: DFT, ωB97M-V/def2-TZVPD

The value obtained for the LUMO energy (alpha / beta) is -3.0 / -3.8 eV. For the HOMO-LUMO gap (alpha / beta), the calculation gives 7.61 / 6.89 eV. The value obtained for the energy relative to the best compared isomer or geometry (same formula, charge and spin) is 74.5 kJ/mol.

Geometry as ORCA input:
```
! wB97M-V def2-TZVPD RIJCOSX def2/J DEFGRID3
* xyz 1 2
C -2.1702 3.4246 2.4213
C -2.3672 -4.4721 -3.0244
H 2.7626 0.8658 -1.1039
C -1.3197 -6.1236 -4.4221
H 3.4525 -2.7002 -0.1541
C 5.5185 -0.0053 2.4639
N -0.2891 -1.2530 -0.7698
H -0.7063 5.5854 0.6006
H 0.1995 -0.7057 6.2924
C -1.3813 -2.2995 3.7667
H 5.6957 1.7279 1.2108
C -2.5970 0.5824 1.1836
C -2.3337 -3.7829 -0.0768
C -0.5147 1.9041 -3.4796
C 2.0865 3.0543 -1.2532
H 1.0650 3.5789 -4.8698
C 0.1865 -0.6727 2.9001
H 5.0379 -1.7517 3.6119
N 0.6262 1.8414 2.1454
H 1.2759 0.4128 4.4080
C -2.9740 0.7501 -1.0692
H 0.4322 7.6726 1.1477
H 0.9256 2.2313 3.0287
C -0.1240 -5.1928 -2.5575
H 1.9134 0.6942 -2.6233
H 0.7815 -5.1337 -1.9745
P 0.0556 2.7516 0.8825
C 4.0059 -2.1453 -0.8997
C 0.4576 -2.1796 -0.0651
C -1.2031 -3.4545 -1.0512
C -3.7145 4.1106 0.2172
H 1.3538 -1.8533 -3.9147
C 3.6637 1.0683 1.3885
H -1.5010 -2.4551 5.9035
H 4.8721 -1.2693 -3.7479
C -1.0353 -1.9568 5.0655
H 3.1341 4.7353 -3.9893
H -5.2531 4.5645 1.6379
H -4.9715 0.6811 -1.7745
C 0.6576 2.6888 -2.9862
C -1.6449 3.3092 1.1390
H -3.8797 3.9560 3.5966
C -0.7668 -1.6677 2.6976
H 3.7638 4.3224 -1.5966
H -4.3173 4.3722 -0.6400
O -2.0551 -1.5187 -2.2573
H -5.9012 0.3915 0.5521
H -1.3598 -6.7921 -5.2705
H 4.7829 0.2732 -2.9091
H -4.2806 0.3554 2.4632
C -1.2663 -1.9691 -1.4711
C -4.4231 -3.3278 1.0226
C -3.1924 -5.3050 1.5852
H 2.7502 7.6496 2.0007
H -3.0936 -6.2221 2.1487
C 2.2530 6.7225 1.7543
C -2.2210 -4.9559 0.6664
H -1.3802 -5.6206 0.5100
O -0.8914 1.9151 -4.6246
Re 0.0800 0.7739 -0.7127
H 0.6791 -6.6734 -3.8790
N 0.9749 2.4739 -1.7064
C -0.0820 -0.9742 5.2846
C 0.9605 4.3267 1.1316
H -2.1270 -3.0592 3.5750
H 6.5767 -0.0595 2.6765
C 5.0236 1.0030 1.6511
N 0.0507 -3.4338 -0.3293
C 4.1847 -0.5097 -3.3773
H -3.3067 -5.3716 -4.7175
H 4.6458 -1.4320 -0.3804
H -2.0178 3.5541 -0.9670
C 2.9098 5.5109 1.9287
H 2.4854 -3.1702 -3.6264
H -3.5675 -2.0808 -0.4901
H 1.1244 -2.9377 -2.5532
H 2.7876 3.3966 1.7983
H 3.2883 1.8248 0.7116
H 2.6342 -1.6458 3.1206
C 0.5193 -0.3370 4.2102
H 3.6794 -0.0742 -4.2391
C 0.3069 5.5465 0.9721
C 1.3937 3.4862 -3.8457
H 4.6590 -2.8405 -1.4295
N -2.1054 0.7156 -0.0531
H -3.2222 -3.8556 -2.7840
C 1.9888 0.2822 -1.6074
H 0.3743 -4.1874 0.2596
C 2.2690 4.3251 1.6191
C -2.4184 3.6566 0.0361
C -2.4212 1.0351 -2.4366
C 1.8753 -2.4112 -3.1356
C -1.2175 -4.3959 -2.2447
H -5.0662 -4.7613 2.4792
H -5.2896 -2.6941 1.1464
H -1.0860 -1.9416 1.7041
C 4.6531 -0.9529 2.9930
P 1.0154 0.2628 1.5481
N -1.0514 1.2584 -2.3957
H -1.8848 0.6271 1.9911
C 0.9545 6.7360 1.2788
C -4.3432 0.6335 -0.8982
Si 2.9603 -1.2480 -2.1596
H 3.9188 5.4878 2.3141
C 2.8769 3.8819 -2.0280
O 1.3471 -1.8826 0.7203
C 2.5255 4.1085 -3.3530
C -3.4697 3.8738 2.6006
C 2.7871 0.1340 1.9285
O -3.1565 1.2073 -3.3729
C -2.4133 -5.3266 -4.1115
C -3.9453 0.4530 1.4428
C -4.3006 -4.4860 1.7693
C -0.1777 -6.0583 -3.6432
C -3.4445 -2.9757 0.0996
C 3.2957 -0.8896 2.7230
C -4.2405 4.2158 1.4990
C -4.8373 0.4773 0.3810
H -1.5698 3.1516 3.2810
H 2.3754 2.8395 -0.2346
*
```

=====

4.
Molecular formula: C2H4N4
Method: DFT, ωB97M-V/def2-TZVPD

The value obtained for the LUMO energy is -0.4 eV. For the HOMO-LUMO gap, the calculation gives 7.57 eV. The value obtained for the energy relative to the best compared isomer or geometry (same formula, charge and spin) is 487.6 kJ/mol.

Geometry as ORCA input:
```
! wB97M-V def2-TZVPD RIJCOSX def2/J DEFGRID3
* xyz 0 1
N 1.4680 0.7115 0.3847
N -1.9188 -0.1187 -0.1324
H 2.7760 -0.8602 0.6445
C -0.5426 -0.2155 -0.4110
H -0.2352 1.7312 0.0952
H -2.2748 0.4989 0.6094
N 0.1493 0.8003 0.0172
N 1.2092 -1.3165 -0.7300
C 1.8931 -0.5091 0.0542
H -2.6220 -0.7503 -0.4836
*
```